# C2H5BO

An isolated molecule of C2H5BO (wB97M-V/def2-TZVPD, the Open Molecules 2025 dataset).

Total energy = -4877.20443 eV
Energy above the lowest of the compared OMol25 structures with the same formula, charge and spin = 263.7 kJ/mol
HOMO energy = -10.0 eV
HOMO-LUMO gap = 9.9 eV

```
9
C2H5BO, DFT wB97M-V/def2-TZVPD
B -0.276 -0.403 -0.044
C -1.723 0.125 -0.313
C 1.254 0.463 -0.039
O -2.855 0.042 -0.173
H 1.804 -0.195 0.660
H -0.308 -0.448 1.095
H -0.530 -1.418 -0.637
H 0.868 1.317 0.476
H 1.767 0.516 -1.025
```

---

# C2H5BO

An isolated molecule of C2H5BO (wB97M-V/def2-TZVPD, the Open Molecules 2025 dataset).

Total energy = -4876.92619 eV
Energy above the lowest of the compared OMol25 structures with the same formula, charge and spin = 290.5 kJ/mol
HOMO energy = -9.4 eV
HOMO-LUMO gap = 8.9 eV
SMILES string = BC(C)=O

```
9
C2H5BO, DFT wB97M-V/def2-TZVPD
B 0.417 1.159 -0.717
C 0.658 0.105 0.362
C -0.525 -0.932 0.288
O 1.285 0.158 1.415
H 0.538 0.853 -1.877
H 0.132 2.175 -0.323
H -1.254 -0.656 -0.494
H -0.166 -1.916 0.133
H -1.086 -0.946 1.214
```